C30H33FeN2O as an isolated structure at a distorted geometry, computed with wB97M-V/def2-TZVPD.

Cartesian coordinates (Å):
1 C 3.332 2.520 2.947
2 N 1.955 2.327 2.571
3 C 1.383 1.017 2.276
4 C 1.960 0.382 1.029
5 C 1.581 0.063 3.471
6 N 0.015 1.369 1.996
7 C -0.295 2.750 2.181
8 C -1.323 3.150 3.241
9 C -2.708 2.565 3.052
10 C -3.509 3.013 1.995
11 C -4.741 2.399 1.750
12 C -5.186 1.374 2.593
13 C -4.414 0.974 3.687
14 C -3.189 1.594 3.942
15 C 1.060 3.353 2.590
16 O 1.282 4.511 2.924
17 H 3.542 3.586 2.892
18 H 3.556 2.164 3.964
19 H 3.976 1.976 2.248
20 H 1.705 0.988 0.149
21 H 3.044 0.225 1.061
22 H 1.502 -0.599 0.893
23 H 1.284 0.553 4.412
24 H 1.009 -0.873 3.352
25 H 2.651 -0.195 3.539
26 H -0.715 0.668 2.052
27 H -0.590 3.289 1.249
28 H -0.957 2.925 4.261
29 H -1.405 4.250 3.134
30 H -3.145 3.835 1.370
31 H -5.344 2.730 0.905
32 H -6.136 0.882 2.391
33 H -4.757 0.183 4.356
34 H -2.572 1.330 4.807
35 C -2.912 -2.580 -4.251
36 C -1.767 -3.468 -4.358
37 C -1.223 -3.669 -3.023
38 C -2.038 -2.905 -2.087
39 C -3.080 -2.227 -2.849
40 Fe -1.286 -1.743 -3.483
41 C -1.321 0.147 -4.094
42 C -0.385 -0.658 -4.871
43 C 0.545 -1.274 -3.962
44 C 0.264 -0.777 -2.597
45 C 0.968 -1.085 -1.407
46 C 2.306 -1.598 -1.447
47 C 2.816 -2.429 -0.403
48 C 4.148 -2.832 -0.400
49 C 5.013 -2.459 -1.436
50 C 4.523 -1.701 -2.504
51 C 3.207 -1.261 -2.506
52 C -0.968 0.032 -2.695
53 H -3.584 -2.310 -5.062
54 H -1.438 -3.976 -5.261
55 H -0.403 -4.336 -2.761
56 H -1.926 -2.896 -1.004
57 H -3.888 -1.629 -2.436
58 H -2.106 0.772 -4.511
59 H -0.353 -0.752 -5.954
60 H 1.387 -1.919 -4.196
61 H 0.371 -1.111 -0.492
62 H 2.127 -2.809 0.352
63 H 4.521 -3.463 0.412
64 H 6.060 -2.755 -1.424
65 H 5.160 -1.455 -3.359
66 H 2.825 -0.693 -3.358
67 H -1.417 0.540 -1.850

Output
**Kohn-Sham gap (alpha / beta)**: 3.768 / 5.222 eV
**Strongest force on any atom**: 2.508 eV/A
**Expectation value of S²**: 6.13
**Net charge**: -1
**Energy relative to the best compared isomer or geometry (same formula, charge and spin)**: 0.0 kJ/mol
**DFT total energy**: -2611.274857 Ha
**Multiplicity**: 5

C3H3NO2 as an isolated structure at a distorted geometry, computed with wB97M-V/def2-TZVPD.

Cartesian coordinates (Å):
1 C -1.345 -0.505 -0.008
2 C 0.819 -0.604 -0.007
3 C 0.166 0.752 -0.013
4 N -0.345 -1.405 -0.004
5 O -2.520 -0.459 -0.001
6 O 1.946 -0.986 -0.002
7 H 0.267 1.326 -0.920
8 H 0.238 1.317 0.899
9 H -0.414 -2.421 0.024

Output
**Kohn-Sham gap (alpha / beta)**: 5.425 / 7.235 eV
**Strongest force on any atom**: 4.099 eV/A
**Expectation value of S²**: 2.03
**Net charge**: 0
**Energy relative to the best compared isomer or geometry (same formula, charge and spin)**: 97.1 kJ/mol
**DFT total energy**: -321.141019 Ha
**Multiplicity**: 3

C3H3BrFNO as an isolated structure at a distorted geometry, computed with wB97M-V/def2-TZVPD.

Cartesian coordinates (Å):
1 C 0.807 -0.618 -0.428
2 C -0.556 -0.574 1.023
3 C -0.654 -1.020 -0.245
4 N 0.843 -0.281 0.915
5 O 1.529 -0.436 -1.343
6 F -0.103 2.160 -0.472
7 Br -1.979 -1.806 -1.174
8 H -0.142 2.530 -1.437
9 H -1.166 -0.506 1.868
10 H 1.420 0.551 1.293

Output
**Kohn-Sham gap**: 8.861 eV
**Strongest force on any atom**: 4.437 eV/A
**Net charge**: 0
**Energy relative to the best compared isomer or geometry (same formula, charge and spin)**: 104.8 kJ/mol
**DFT total energy**: -2919.909985 Ha
**Multiplicity**: 1

C32H49NOsP2 as an isolated structure at a distorted geometry, computed with wB97M-V/def2-TZVPD.

Cartesian coordinates (Å):
1 Os -0.209 0.282 0.300
2 C -2.321 -0.233 4.675
3 C -2.352 0.103 3.180
4 C -3.328 1.245 2.858
5 P -0.717 0.414 2.465
6 C 0.070 1.970 3.009
7 C -0.213 3.052 1.957
8 C -0.284 2.488 4.406
9 C 0.329 -0.972 2.922
10 C 0.966 -1.157 4.140
11 C 1.850 -2.218 4.322
12 C 2.559 -2.411 5.634
13 C 2.100 -3.061 3.235
14 C 1.458 -2.893 2.018
15 C 0.539 -1.859 1.882
16 N -0.166 -1.549 0.666
17 C -0.791 -2.565 -0.090
18 C -0.732 -3.925 0.252
19 C -1.312 -4.866 -0.576
20 C -1.997 -4.502 -1.735
21 C -2.611 -5.527 -2.641
22 C -2.140 -3.135 -2.007
23 C -1.559 -2.179 -1.203
24 P -1.886 -0.413 -1.306
25 C -1.336 0.203 -2.920
26 C -2.012 -0.386 -4.155
27 C 0.190 0.031 -2.950
28 C -3.702 -0.274 -1.191
29 C -4.088 1.208 -1.231
30 C -4.211 -0.959 0.069
31 H -3.341 -0.480 4.974
32 H -1.999 0.610 5.281
33 H -1.696 -1.096 4.896
34 H -2.670 -0.797 2.643
35 H -3.145 2.110 3.495
36 H -4.351 0.914 3.043
37 H -3.269 1.572 1.819
38 H 1.132 1.712 2.974
39 H -1.265 3.345 1.954
40 H 0.059 2.739 0.938
41 H 0.386 3.939 2.165
42 H -1.331 2.778 4.487
43 H 0.316 3.377 4.603
44 H -0.061 1.768 5.192
45 H 0.805 -0.459 4.955
46 H 1.945 -2.078 6.470
47 H 3.486 -1.834 5.654
48 H 2.821 -3.456 5.790
49 H 2.826 -3.858 3.339
50 H 1.711 -3.522 1.177
51 H -0.254 -4.246 1.161
52 H -1.241 -5.914 -0.311
53 H -2.466 -6.537 -2.264
54 H -2.170 -5.465 -3.637
55 H -3.682 -5.350 -2.754
56 H -2.756 -2.836 -2.846
57 H -1.556 1.275 -2.872
58 H -1.687 -1.412 -4.333
59 H -1.728 0.199 -5.031
60 H -3.100 -0.363 -4.091
61 H 0.467 -1.024 -3.001
62 H 0.684 0.466 -2.063
63 H 0.621 0.535 -3.815
64 H -4.112 -0.788 -2.065
65 H -3.596 1.762 -0.427
66 H -5.164 1.314 -1.096
67 H -3.826 1.682 -2.177
68 H -3.726 -0.541 0.943
69 H -4.036 -2.036 0.058
70 H -5.284 -0.793 0.171
71 C 4.920 1.862 0.267
72 C 4.284 0.957 1.333
73 C 4.980 -0.413 1.354
74 C 4.385 1.615 2.720
75 C 2.863 0.758 1.023
76 C 1.675 0.576 0.792
77 H 5.946 2.089 0.558
78 H 4.374 2.800 0.169
79 H 4.939 1.367 -0.704
80 H 6.006 -0.294 1.704
81 H 5.005 -0.853 0.357
82 H 4.463 -1.103 2.025
83 H 5.437 1.750 2.974
84 H 3.927 0.986 3.487
85 H 3.905 2.595 2.729

Output
**Kohn-Sham gap (alpha / beta)**: 5.882 / 5.683 eV
**Strongest force on any atom**: 1.833 eV/A
**Net charge**: +2
**DFT total energy**: -2076.301637 Ha
**Multiplicity**: 1

> What is the multiplicity in the third record?

1

> Among the records above, which one has the highest strongest force on any atom?

C3H3BrFNO

> Which value of multiplicity does entry 2 give?

3

> multiplicity of number 4 (C32H49NOsP2)?

1